No. 1
DFT (ωB97M-V/def2-TZVPD) results for a cluster of 6 separate species, C29H58N8O8S in total.

ORCA input file:
```
! RIJCOSX wB97M-V def2-TZVPD def2/J DEFGRID3
* xyz 0 1
S -0.7739 -4.7710 2.1177
O 3.9779 1.1971 -5.1639
O 1.1282 -2.1354 -1.3157
O -0.3646 5.0621 -2.4689
O -0.2309 -1.3554 0.2678
O -2.3914 3.3174 4.7961
O -1.9242 -4.8398 -0.3282
O 0.3726 -0.5382 4.1747
O -1.4196 -11.5385 0.0672
N -1.2605 1.4213 -1.0106
N -3.2801 -3.1059 -0.2955
N 3.6111 3.3317 -5.7401
N -2.1363 5.1696 -1.1000
N -2.3259 -9.5459 -0.4296
N -2.6176 -3.1603 0.9254
N -1.5443 -0.2386 5.2944
N -2.5918 5.4983 4.2999
C 0.0266 0.4888 -2.9164
C -1.2951 -10.3290 -0.0110
C -1.8956 4.4315 4.7774
C -1.8317 -4.1864 0.8689
C -1.3969 0.5404 2.9733
C 2.8663 -0.6078 -1.0035
C 0.8697 -4.5324 1.3440
C 2.8651 -2.0089 1.2028
C 0.8749 -1.4303 -0.1592
C -2.1634 6.8796 4.2184
C -0.7763 -0.1126 4.1824
C -2.8935 0.2421 5.5183
C -0.6485 1.7328 -2.3035
C -2.8275 -4.0962 -0.9844
C -0.4943 4.6826 5.2830
C 2.1977 -0.9031 0.3583
C 3.9333 4.7329 -5.9131
C -2.3594 5.9987 -3.4007
C -1.5274 5.3802 -2.3009
C -0.0019 -9.6322 0.3503
C 2.4855 -1.8874 -1.7329
C 4.4035 2.3350 -5.2638
C -3.5058 5.4548 -0.7277
C 2.2458 0.6948 -1.6189
C 1.9939 -2.5075 2.3798
C 5.8123 2.7018 -4.8549
C 1.8532 -4.0310 2.4135
C 1.5530 0.6135 -2.9893
C -2.3499 -8.1050 -0.5795
H -3.2464 0.7919 4.6540
H -1.3890 -7.6819 -0.3086
H -2.1734 7.2314 3.1857
H -1.8996 0.6393 -1.0635
H 2.1423 -0.0081 0.9762
H -2.5670 -7.8312 -1.6142
H -0.6686 0.5459 2.1686
H -0.3430 0.3875 -3.9439
H 3.1189 -2.7240 -1.4238
H 0.7096 -10.3902 0.6621
H 2.8324 -4.4875 2.2287
H -0.2790 -0.4211 -2.3944
H 1.5597 1.1558 -0.8988
H -2.2665 -0.0274 2.6375
H -0.1529 -8.9245 1.1666
H 0.4038 -9.0915 -0.5056
H 0.1100 2.4965 -2.1195
H -3.1611 -10.0643 -0.6511
H -1.1531 6.9806 4.6007
H -1.7408 2.2231 -0.6257
H -4.0253 4.5431 -0.4267
H 2.4502 -2.1807 3.3174
H -0.0870 3.7354 5.6226
H 3.7816 -1.5827 1.6239
H -1.0894 -0.7401 6.0406
H 0.7515 -3.8021 0.5419
H -2.9204 0.9131 6.3770
H 4.9563 4.9224 -5.6049
H -3.5448 6.1628 0.1020
H 1.7657 1.5388 -3.5345
H -2.7172 6.9881 -3.1133
H 3.9412 -0.4323 -0.9265
H -3.0896 -4.3752 -1.9942
H -1.7330 6.0896 -4.2822
H -3.5194 5.2653 3.9812
H 1.1693 -5.4784 0.8932
H -0.4980 5.3894 6.1136
H 5.8069 3.4467 -4.0583
H 6.3747 3.1009 -5.6998
H -3.2204 5.3729 -3.6383
H -4.0393 5.8886 -1.5670
H -1.5290 4.7564 -0.4088
H 1.5063 -4.3540 3.3989
H -1.7104 1.5576 3.2097
H 1.9749 -0.1800 -3.6057
H 3.8304 5.0289 -6.9585
H -3.5662 -0.5980 5.7065
H -1.3712 2.1260 -3.0312
H 3.2723 5.3582 -5.3107
H 2.5275 -1.8489 -2.8188
H -2.8183 7.5251 4.8058
H 0.1427 5.0792 4.4914
H 3.1880 -2.8511 0.5857
H 3.0793 1.3974 -1.7212
H 2.6832 3.0239 -5.9856
H -3.1110 -7.6590 0.0629
H 1.0085 -2.0378 2.3761
H 6.3013 1.8014 -4.4967
*
```

* max |F|: 0.54 eV/A
* LUMO energy: 0.29 eV
* SMILES: NCCCC[C@@H]1COC(=O)[C@H]1CCCCSc1nnco1.CNC(C)=O.CNC(C)=O.CNC(C)=O.CNC(C)=O.CNC(C)=O
* relative energy (zero: lowest compared OMol25 entry of this formula, charge and spin): 0.000 eV
* HOMO level: -0.31411 Ha

---

No. 2
DFT (ωB97M-V/def2-TZVPD) results for a cluster of 4 separate species, C29H59Br2ClO11 in total.

ORCA input file:
```
! RIJCOSX wB97M-V def2-TZVPD def2/J DEFGRID3
* xyz 0 1
Br -0.7575 -0.3553 -1.1588
Br -0.8178 -1.8333 3.3308
Cl 3.9023 1.9695 1.5351
O -9.0655 1.4270 1.0413
O 8.8709 -5.7077 -2.4409
O -3.3619 4.8713 -3.2692
O -2.4782 7.3472 -1.6338
O 1.9833 0.0867 2.0795
O -6.5044 3.5084 1.3218
O 6.5876 -5.2402 -0.4054
O -1.0902 4.6898 -0.8729
O 8.4319 -7.6551 0.1973
O 1.7810 1.4025 0.1173
O -8.5334 3.6893 -1.0070
C 3.7805 -1.9864 0.1283
C -0.9002 -0.4628 0.8223
C 7.0151 -7.5619 0.3013
C 9.0268 -8.1096 1.3978
C 2.2228 -1.6858 0.1889
C 0.2611 4.3809 -0.5925
C 1.6171 -1.2287 1.5951
C -2.8166 6.3722 -0.6473
C 0.0449 -1.5356 1.5281
C 1.6230 -4.4653 3.9157
C -1.5979 5.7096 -0.0185
C 8.8900 -5.6794 -3.8541
C 1.9926 -3.7578 2.4916
C 7.9082 -4.6979 -0.4611
C -0.9526 0.9897 1.5494
C -5.0941 3.5941 1.3454
C -8.5117 4.3500 0.2594
C 2.3565 1.0282 1.1395
C 2.2715 -2.2051 2.7278
C 8.4061 -4.4814 -1.8842
C -7.1029 4.6653 0.7446
C -4.6394 4.4174 -3.6748
C -9.1575 1.3898 -0.3791
C 6.4645 -6.6187 -0.7607
C -10.2545 0.9819 1.6654
C 4.8489 -1.1440 0.5647
C -1.9971 6.8326 -2.8763
C -8.1256 2.3201 -1.0039
C -3.0922 6.1944 -3.7216
H -8.9647 0.3583 -0.6981
H -11.0930 1.6346 1.3964
H 9.2546 -6.6442 -4.2094
H -4.7701 4.4546 1.9410
H 0.3686 4.0200 0.4360
H 2.4170 -5.2647 4.1397
H -3.5232 5.6407 -1.0436
H -4.7169 4.4057 -4.7651
H 5.1104 -0.1430 0.1019
H -6.4997 5.0285 -0.0952
H 10.1056 -8.1574 1.2452
H -2.7611 6.1284 -4.7651
H -1.8850 5.2343 0.9275
H 8.6579 -9.1048 1.6591
H 0.8946 5.2596 -0.7537
H -4.7001 3.6690 0.3262
H -5.4232 5.0524 -3.2457
H 8.6041 -5.2946 0.1308
H -4.7754 3.4035 -3.2962
H 5.3885 -6.7977 -0.8450
H -7.1457 5.4370 1.5224
H -0.8283 6.4656 0.1733
H 6.7290 -7.1992 1.2948
H -9.0871 3.7959 1.0028
H 8.8260 -7.4047 2.2129
H -4.7037 2.6811 1.7976
H -2.0399 1.2340 1.8444
H 1.9887 -0.9962 -0.6934
H 7.5969 -4.0669 -2.4958
H 9.5578 -4.8903 -4.2157
H -8.0233 2.0492 -2.0589
H 1.9673 -1.8712 3.7888
H -0.1520 -2.5271 0.9787
H -10.1606 1.6875 -0.7038
H -1.6163 7.7027 -3.4191
H 6.8962 -6.8117 -1.7442
H 1.1646 -4.0135 1.7607
H 7.8377 -3.7192 0.0226
H -10.1119 1.0361 2.7453
H 4.1102 -2.9796 -0.3568
H -0.3552 1.0130 2.5228
H -3.9984 6.8077 -3.6676
H 0.5817 3.5967 -1.2795
H 1.6985 -2.6774 -0.0773
H -1.1522 6.1591 -2.7233
H 1.6475 -3.7395 4.7890
H 2.9352 -4.3009 2.1116
H 7.8788 -5.5281 -4.2463
H -3.3403 6.9265 0.1373
H 9.2505 -3.7822 -1.8757
H -7.1403 2.2037 -0.5492
H -1.9677 -0.8656 0.9931
H 0.6170 -4.9966 3.8637
H -10.4745 -0.0515 1.3849
H 5.5349 -1.5343 1.3940
H 6.6035 -8.5672 0.1503
H 3.4184 -2.0864 2.7641
H -9.0315 5.2988 0.0978
H -0.6356 1.8257 0.8409
*
```

* max |F|: 4.32 eV/A
* LUMO energy: -0.06 eV
* SMILES: C=CC[C@@](CCC)(OC(=O)Cl)[C@@H](Br)[C@@H](C)Br.COCCOCCOC.COCCOCCOC.COCCOCCOC
* HOMO level: -0.29609 Ha

---

No. 3
DFT (ωB97M-V/def2-TZVPD) results for a cluster of 8 separate species, C29H59Cl2N2O8S7 in total.

ORCA input file:
```
! RIJCOSX wB97M-V def2-TZVPD def2/J DEFGRID3
* xyz 1 1
Cl 1.9840 2.7297 1.8631
Cl 1.1553 0.0675 4.1319
S -3.0289 -1.8887 0.2305
S 1.1222 1.3113 -4.5773
S -0.9920 2.5033 -0.0519
S -4.0023 0.9868 -4.7290
S 0.5328 7.4946 2.2354
S 0.6569 8.4823 6.5520
S -2.9172 -6.5119 -3.1940
O -2.6204 -5.3059 -2.3637
O 0.0771 6.8805 0.9592
O -0.0348 9.4667 5.6841
O -0.3662 1.1630 0.2750
O -2.9795 2.0104 -4.3829
O 1.5305 2.6733 -4.1526
O 1.4275 -5.8787 0.7451
O -3.5896 -0.7474 -0.5370
N 1.3233 -3.5026 0.5398
N 2.3370 -3.3298 1.3469
C 2.0032 0.1415 -3.5263
C 3.5765 -1.9467 2.8572
C 1.4056 -1.1802 1.6936
C -3.9687 -3.3520 -0.1957
C -3.6336 -1.7487 1.9179
C 0.3418 -1.4158 0.8655
C 1.4468 0.1821 2.3605
C -5.4267 1.2777 -3.6712
C 2.7160 -6.4186 0.8556
C -0.0078 8.6593 8.2136
C -0.0884 6.8727 6.2423
C 3.3012 0.7241 0.6426
C 2.6603 1.0738 1.9976
C 0.3363 -2.6814 0.2655
C -2.4321 -6.1274 -4.8808
C 2.4045 -2.1643 1.9474
C -4.7937 1.5137 -6.2553
C 5.2065 -7.4675 1.2172
C 3.4026 -6.9410 -0.2038
C 1.8347 8.6662 1.8355
C 3.2672 -6.4373 2.1124
C -0.0371 3.2192 -1.3837
C 1.6124 6.2959 3.0369
C -2.4605 2.1553 -1.0131
C 4.6730 -7.4585 -0.0434
C 4.5165 -6.9777 2.3035
C 1.3097 -4.8364 -0.1596
C -4.6865 -6.5200 -3.5018
C 2.0296 0.9276 -6.0816
H 2.3814 5.9683 2.3361
H 1.8509 -0.1119 -6.3580
H 2.6967 -6.0364 2.9455
H 0.5779 0.7120 1.9612
H 0.9500 3.4705 -1.0006
H -5.6324 0.8529 -6.4753
H 3.4003 1.0215 2.7969
H -2.7460 -6.9362 -5.5403
H 4.4562 -1.7310 2.2386
H 0.1628 6.5692 5.2307
H -4.9957 -5.5539 -3.9015
H 3.4254 -1.0944 3.5163
H 4.1684 0.0672 0.7650
H -3.3401 -2.6335 2.4839
H 1.8260 -0.8732 -3.8855
H 1.6167 0.2424 -2.5118
H -0.4329 -0.6811 0.6609
H 1.0065 5.4420 3.3378
H 6.1956 -7.8877 1.3830
H -1.3483 -6.0348 -4.9109
H 5.1968 -7.8389 -0.9119
H -5.1406 1.0470 -2.6461
H 2.0728 6.7442 3.9183
H 2.5934 8.1788 1.2223
H -5.1386 2.5430 -6.1555
H -2.8807 3.0909 -1.3805
H 3.0946 1.1007 -5.9247
H 2.2763 9.0443 2.7577
H -5.1953 -6.7052 -2.5577
H -5.0348 -3.1604 -0.0688
H 2.9293 -6.9126 -1.1849
H -2.2098 1.5025 -1.8488
H 0.3905 7.8686 8.8499
H -0.4434 -2.9723 -0.4274
H 1.6658 1.5813 -6.8716
H 1.3902 9.4901 1.2813
H 3.7014 1.6516 0.2227
H -3.1868 -0.8638 2.3693
H -4.9268 -7.3159 -4.2063
H 3.0708 0.3659 -3.5365
H -1.0962 8.6078 8.1815
H 0.3669 -4.9638 -0.6971
H -6.2444 0.6244 -3.9760
H -2.8887 -5.1871 -5.1906
H 2.1161 -4.7924 -0.8988
H -5.7303 2.3226 -3.7418
H -4.7185 -1.6470 1.9098
H -0.5293 4.1244 -1.7359
H 4.9351 -7.0047 3.3034
H -1.1717 6.9436 6.3429
H -3.6559 -4.1815 0.4391
H 0.3110 6.1458 6.9505
H 3.8016 -2.8283 3.4595
H 2.5824 0.3412 -0.0862
H 0.0570 2.5015 -2.1965
H -4.0611 1.4505 -7.0576
H -3.1844 1.6592 -0.3678
H 0.3011 9.6279 8.6014
H -3.7604 -3.5960 -1.2357
*
```

* max |F|: 2.21 eV/A
* LUMO energy: -3.57 eV
* HOMO level: -0.36864 Ha

---

No. 4
DFT (ωB97M-V/def2-TZVPD) results for a cluster of 9 separate species, C29H59F6N7O11 in total.

ORCA input file:
```
! RIJCOSX wB97M-V def2-TZVPD def2/J DEFGRID3
* xyz 0 1
F -0.5945 -1.5529 -7.4663
F 2.3018 0.4040 5.9255
F 2.1345 -0.4005 3.9230
F 1.2343 -0.5406 -6.9600
F -0.1287 0.3419 -8.2790
F 0.4293 -0.5351 5.2009
O -0.1982 2.0383 4.7337
O -1.4641 -0.4416 -5.2537
O -1.5157 2.9187 0.7449
O 0.2141 -2.0329 -2.7468
O -0.1541 -5.1250 2.2659
O 3.0719 3.1739 -1.8644
O -0.2476 1.4203 -5.7129
O 1.6956 2.1898 3.4638
O 4.0332 -1.5050 -0.1079
O -1.3785 -0.7812 1.7563
O -5.4261 0.5197 4.5670
N 1.6789 -3.7077 -2.3684
N 1.2140 -5.2847 4.0090
N -1.0893 -1.4435 -0.3523
N 2.3168 2.8920 -3.9464
N 4.8717 0.3682 -1.2482
N -3.7258 -0.2820 3.3371
N -3.3914 4.0560 1.1473
C -2.8026 -0.8246 -3.3044
C 0.3506 -4.6215 3.2537
C 0.5222 0.1026 0.6746
C 1.0402 -2.8397 -3.1704
C -0.6911 -0.7333 0.7415
C 1.4968 -6.6743 3.7192
C -4.8083 4.2930 1.0176
C -2.7161 3.0116 0.5494
C 3.4688 3.4355 -4.6259
C 1.1355 3.3532 2.8260
C -4.3308 -1.5599 2.9976
C -3.7018 2.0053 -0.0141
C -0.6338 0.2804 -5.9635
C -0.0552 -0.3797 -7.1641
C 4.3056 -0.2927 -0.1465
C 5.2758 -0.3653 -2.4096
C 1.2095 4.6761 3.5778
C 1.4486 -3.7051 -0.9253
C -2.3335 -2.1698 -0.3634
C -4.2505 0.6819 4.1130
C 0.8506 1.6382 4.4111
C -3.3470 1.8669 4.3169
C -1.9257 0.1929 -4.0230
C 0.7210 2.8563 -2.1040
C 4.0967 0.6493 1.0251
C 1.4338 0.2772 4.8546
C 2.1646 2.9966 -2.6256
C -0.1804 -3.2496 3.7211
C 1.4895 -2.8961 -4.6353
H -2.8252 4.9001 1.3821
H -3.2024 -1.5134 -0.1589
H 0.4590 -2.4800 3.3855
H -1.2291 -3.1930 3.3299
H 5.1755 -1.4464 -2.3716
H 2.5444 -3.1938 -4.8452
H 4.7214 -0.1376 -3.3275
H 4.8137 1.3855 -1.2481
H -3.6057 -2.3498 2.7961
H 2.4003 -7.0239 4.1480
H -2.2499 -1.8007 -3.2482
H -4.3939 1.8105 0.8135
H 0.7208 2.8257 -1.0369
H 1.6106 -4.8840 4.8335
H 4.0002 1.6246 0.6033
H 1.3508 -0.3620 0.2181
H 3.5655 4.5111 -4.5751
H 2.2236 -4.2778 -0.5329
H 2.1851 4.7743 4.0454
H -2.4944 -2.7109 -1.2974
H 1.7384 3.3990 1.9220
H -0.3220 -3.2018 4.7993
H -2.3573 -2.8664 0.4221
H 5.0121 0.7039 1.6683
H -2.7694 -0.0759 3.0644
H -1.0813 0.5165 -3.3641
H 0.0399 3.6791 -2.4160
H 1.0639 5.5956 3.0085
H 0.8615 -3.7279 -5.0015
H -3.2399 1.0529 -0.3327
H 1.7779 -6.8151 2.6719
H 0.6717 -7.3240 3.9039
H -0.4250 -1.5272 -1.1068
H -2.4933 1.0770 -4.3576
H 0.2948 1.9050 -2.4133
H 0.4791 -4.1648 -0.6548
H 1.1713 -1.9656 -5.1383
H 1.4716 -2.6559 -0.6224
H 6.3196 -0.1089 -2.5271
H -4.9567 5.2014 1.6205
H 0.1458 3.0985 2.5183
H -3.3192 2.5288 3.4239
H 4.4201 2.9061 -4.3656
H 2.2854 -4.4061 -2.6998
H -5.3103 3.4417 1.4580
H -2.8230 -0.5097 -2.2193
H 3.2002 0.4065 1.6407
H -5.2487 4.5948 0.0817
H 3.4348 3.1420 -5.6584
H -4.9151 -1.8932 3.8538
H 0.3485 0.9788 0.0905
H 0.4465 4.7533 4.3663
H 0.6819 0.3116 1.7163
H 1.4906 2.7992 -4.5033
H -4.9420 -1.4828 2.1331
H -2.2987 1.5117 4.3512
H -3.6671 2.4383 5.1806
H -3.8239 -0.8299 -3.6320
H -4.2475 2.3592 -0.8882
*
```

* max |F|: 3.97 eV/A
* LUMO energy: 0.45 eV
* SMILES: CCOC(=O)C(F)(F)F.CCOC(=O)C(F)(F)F.CNC(C)=O.CNC(C)=O.CNC(C)=O.CNC(C)=O.CNC(C)=O.CNC(C)=O.CNC(C)=O
* relative energy (zero: lowest compared OMol25 entry of this formula, charge and spin): 0.000 eV
* HOMO level: -0.32019 Ha